DFT (wB97M-V/def2-TZVPD) results for a molecular structure, C43H41AsN2OS2W at a distorted geometry.

Last column: Löwdin spin population.
Positions of all 91 atoms, in Å:
1 W 1.29 -0.07 -0.49  1.6312
2 O 1.71 -0.20 1.61  0.0364
3 N 2.94 -0.06 2.11  0.0139
4 C 3.07 -0.15 3.45  0.0004
5 C 4.29 -0.05 4.05  0.0060
6 C 5.43 0.15 3.26  0.0020
7 C 5.28 0.27 1.89  0.0039
8 C 4.03 0.15 1.30  0.0103
9 S 3.79 0.17 -0.39  0.0246
10 H 2.14 -0.31 3.98  0.0001
11 H 4.37 -0.15 5.12  0.0003
12 H 6.41 0.20 3.71  0.0000
13 H 6.12 0.44 1.24  0.0000
14 S 1.15 0.63 -2.85  0.0140
15 C -0.42 0.19 -3.51  0.0139
16 C -0.56 0.00 -4.89  0.0019
17 C -1.78 -0.39 -5.41  -0.0001
18 C -2.87 -0.58 -4.57  0.0025
19 C -2.75 -0.35 -3.21  0.0003
20 C -1.53 0.03 -2.67  0.0106
21 As -1.21 0.28 -0.76  0.0391
22 C -1.52 2.21 -0.51  0.0031
23 C -1.75 3.10 -1.54  -0.0007
24 C -1.90 4.45 -1.27  0.0002
25 C -1.82 4.91 0.03  -0.0011
26 C -1.59 4.03 1.07  0.0008
27 C -1.44 2.68 0.80  -0.0004
28 C -2.99 -0.33 -0.12  0.0063
29 C -3.24 -1.69 0.04  0.0002
30 C -4.48 -2.14 0.46  0.0004
31 C -5.50 -1.23 0.71  -0.0007
32 C -5.27 0.12 0.54  0.0004
33 C -4.02 0.57 0.12  -0.0002
34 H 0.29 0.16 -5.53  0.0002
35 H -1.87 -0.57 -6.47  0.0000
36 H -3.82 -0.90 -4.98  0.0002
37 H -3.60 -0.47 -2.56  0.0002
38 H -1.81 2.73 -2.56  0.0000
39 H -2.09 5.14 -2.08  0.0000
40 H -1.92 5.97 0.23  -0.0001
41 H -1.53 4.39 2.09  0.0001
42 H -1.23 1.98 1.61  0.0001
43 H -2.45 -2.41 -0.15  0.0001
44 H -4.66 -3.20 0.58  0.0001
45 H -6.46 -1.58 1.05  0.0000
46 H -6.06 0.84 0.73  0.0001
47 H -3.85 1.64 -0.01  0.0000
48 C 1.42 1.99 -0.08  -0.0069
49 C 1.55 3.20 -0.12  0.0555
50 C 1.67 4.61 -0.17  0.0049
51 C 1.77 5.35 1.01  0.0130
52 C 1.84 6.73 0.96  -0.0013
53 C 1.82 7.39 -0.26  0.0145
54 C 1.73 6.66 -1.43  -0.0014
55 C 1.66 5.28 -1.40  0.0130
56 H 1.77 4.83 1.96  0.0006
57 H 1.92 7.29 1.88  -0.0004
58 H 1.88 8.47 -0.29  0.0009
59 H 1.72 7.17 -2.38  -0.0004
60 H 1.58 4.71 -2.31  0.0005
61 C -1.89 -1.43 3.49  0.0004
62 C -1.31 -2.38 2.49  0.0027
63 C -1.60 -3.73 2.57  -0.0018
64 C -1.07 -4.59 1.62  0.0005
65 C -1.37 -6.06 1.68  0.0002
66 C -0.25 -4.09 0.62  -0.0026
67 C 0.14 -2.74 0.53  0.0039
68 C -0.47 -1.90 1.50  0.0131
69 N 1.01 -2.17 -0.40  0.0145
70 C 2.07 -2.98 -1.06  0.0138
71 C 2.48 -2.25 -2.36  0.0193
72 C 3.27 -3.09 -0.08  0.0010
73 C 1.73 -4.40 -1.57  0.0014
74 H -2.81 -1.83 3.92  0.0000
75 H -2.12 -0.47 3.03  0.0001
76 H -1.18 -1.26 4.30  0.0001
77 H -2.23 -4.12 3.36  0.0000
78 H -2.21 -6.24 2.36  0.0000
79 H -0.51 -6.61 2.05  0.0001
80 H -1.63 -6.46 0.70  0.0000
81 H 0.05 -4.80 -0.13  -0.0001
82 H -0.26 -0.84 1.55  0.0088
83 H 2.86 -1.24 -2.17  0.0072
84 H 1.63 -2.20 -3.04  0.0010
85 H 3.28 -2.80 -2.85  0.0020
86 H 4.08 -2.42 -0.37  0.0006
87 H 3.67 -4.10 -0.08  0.0002
88 H 2.95 -2.84 0.93  0.0001
89 H 0.76 -4.43 -2.07  0.0002
90 H 1.77 -5.15 -0.78  0.0001
91 H 2.49 -4.69 -2.30  0.0005

Frontier orbital gap (spin up / spin down) = 6.3 / 6.9 eV
Spin multiplicity = 3
Highest occupied orbital energy (spin up / spin down) = -0.2542 / -0.2716 Eh
Calculated total energy = -134616.295 eV